Entry 1:
This record from the Open Molecules 2025 dataset describes C44H60N3NiO3P2S3Si as an isolated structure at a distorted geometry. The level of theory is the ωB97M-V functional and the def2-TZVPD basis.

total energy = -157226.4659 eV
net charge = -1
2S+1 = 3

Cartesian coordinates (Å):
Ni 15.40 8.83 12.77
S 14.53 6.58 13.09
P 13.16 7.75 14.01
C 13.37 9.32 13.53
P 12.51 10.80 13.74
S 13.10 12.44 12.79
C 10.64 10.69 13.49
C 9.79 9.84 14.23
C 8.40 9.84 14.05
C 7.77 10.82 13.23
C 8.60 11.62 12.51
C 9.98 11.57 12.65
C 12.54 11.28 15.55
C 11.42 11.72 16.25
C 11.52 11.94 17.68
C 12.73 11.81 18.28
C 13.82 11.28 17.57
C 13.71 10.98 16.21
C 13.50 7.70 15.76
C 14.79 7.79 16.29
C 15.05 8.15 17.59
C 14.02 8.32 18.48
C 12.70 8.29 18.03
C 12.48 7.99 16.71
C 11.59 6.87 13.69
C 11.27 5.61 14.23
C 10.38 4.75 13.67
C 9.63 5.18 12.57
C 9.90 6.43 12.03
C 10.85 7.26 12.62
H 10.27 9.16 14.89
H 7.83 9.13 14.65
H 6.67 10.87 13.06
H 8.21 12.25 11.67
H 10.59 12.31 12.17
H 10.44 11.92 15.70
H 10.64 12.22 18.27
H 12.89 11.93 19.33
H 14.80 11.16 18.11
H 14.56 10.51 15.77
H 15.57 7.58 15.57
H 16.10 8.18 17.92
H 14.19 8.44 19.51
H 11.82 8.57 18.63
H 11.45 7.96 16.25
H 11.80 5.35 15.10
H 10.13 3.85 14.12
H 8.85 4.60 12.16
H 9.28 6.83 11.31
H 11.09 8.26 12.21
C 16.07 13.15 9.24
C 16.35 12.78 10.71
N 16.14 11.41 10.95
C 14.97 10.82 10.54
N 14.69 9.62 10.93
C 13.51 8.94 10.37
C 13.22 9.48 8.94
C 13.02 10.93 9.12
N 14.30 11.46 9.55
C 14.64 12.79 8.91
H 16.69 12.50 8.61
H 16.31 14.22 9.06
H 15.81 13.45 11.45
H 17.38 13.04 11.01
H 16.60 11.06 11.85
H 12.62 9.02 10.98
H 13.74 7.89 10.32
H 12.33 9.06 8.45
H 14.13 9.36 8.33
H 12.25 11.12 9.91
H 12.75 11.44 8.15
H 13.94 13.52 9.35
H 14.49 12.69 7.88
C 19.86 7.13 15.55
C 19.87 6.83 14.05
C 21.28 6.18 13.59
C 18.70 5.94 13.63
O 19.81 8.10 13.41
Si 18.60 9.00 12.65
S 17.25 9.85 13.98
O 17.74 8.17 11.54
C 17.98 7.75 10.15
C 17.94 8.94 9.17
C 16.83 6.74 9.84
C 19.40 7.10 10.12
O 19.46 10.15 11.77
C 20.57 10.99 12.13
C 20.19 11.87 13.33
C 20.70 11.99 10.93
C 21.87 10.21 12.36
H 20.20 6.31 16.22
H 18.88 7.42 15.95
H 20.54 7.99 15.79
H 21.44 5.21 14.11
H 22.04 6.91 13.78
H 21.11 6.11 12.49
H 18.75 4.99 14.14
H 18.58 5.72 12.57
H 17.74 6.34 13.96
H 17.02 9.42 9.06
H 18.29 8.61 8.24
H 18.69 9.67 9.60
H 15.90 7.22 9.75
H 16.69 6.00 10.67
H 17.08 6.10 8.98
H 20.23 7.83 10.12
H 19.57 6.60 9.15
H 19.58 6.32 10.85
H 19.09 12.06 13.29
H 20.68 12.85 13.31
H 20.26 11.31 14.28
H 19.77 12.56 10.88
H 20.86 11.45 10.00
H 21.56 12.64 11.19
H 21.69 9.27 12.96
H 22.67 10.78 12.83
H 22.32 9.84 11.44

Here are the Löwdin charges for atoms 1 to 99, given in e:
1 Ni 0.25
2 S 0.34
3 P 0.37
4 C -0.57
5 P 0.40
6 S 0.24
7 C -0.33
8 C -0.12
9 C -0.07
10 C -0.10
11 C -0.13
12 C -0.14
13 C -0.34
14 C -0.06
15 C -0.09
16 C -0.13
17 C -0.10
18 C -0.11
19 C -0.33
20 C -0.12
21 C -0.10
22 C -0.12
23 C -0.10
24 C -0.10
25 C -0.35
26 C -0.09
27 C -0.08
28 C -0.07
29 C -0.06
30 C -0.11
31 H 0.07
32 H 0.10
33 H 0.10
34 H 0.11
35 H 0.03
36 H 0.12
37 H 0.09
38 H 0.09
39 H 0.12
40 H 0.08
41 H 0.05
42 H 0.11
43 H 0.09
44 H 0.11
45 H 0.10
46 H 0.09
47 H 0.08
48 H 0.08
49 H 0.07
50 H 0.09
51 C -0.15
52 C -0.23
53 N 0.06
54 C -0.45
55 N 0.03
56 C -0.21
57 C -0.16
58 C -0.20
59 N -0.04
60 C -0.12
61 H 0.11
62 H 0.12
63 H 0.12
64 H 0.11
65 H 0.08
66 H 0.07
67 H 0.08
68 H 0.11
69 H 0.12
70 H 0.13
71 H 0.13
72 H 0.13
73 H 0.09
74 C -0.04
75 C -0.60
76 C 0.00
77 C -0.04
78 O -0.20
79 Si -0.14
80 S 0.38
81 O -0.22
82 C -0.53
83 C -0.01
84 C -0.02
85 C -0.03
86 O -0.18
87 C -0.62
88 C -0.06
89 C -0.03
90 C -0.03
91 H 0.08
92 H 0.08
93 H 0.09
94 H 0.08
95 H 0.06
96 H 0.07
97 H 0.08
98 H 0.07
99 H 0.07

Entry 2:
This record from the Open Molecules 2025 dataset describes C21H49ClN4O3PtSSbSi3 as an isolated structure at a distorted geometry. The level of theory is the ωB97M-V functional and the def2-TZVPD basis.

relative energy (zero: lowest compared OMol25 entry of this formula, charge and spin) = 6.469 eV
net charge = +3
2S+1 = 5

Cartesian coordinates (Å):
Pt 0.49 0.81 -0.63
C 0.35 3.19 2.92
N 1.07 2.07 2.18
C 0.62 1.47 1.17
N -2.40 1.44 3.73
C -1.64 2.55 4.33
N -0.22 2.70 4.13
C 0.78 2.10 4.99
N 1.58 1.05 4.36
C 2.13 1.50 3.14
C 1.04 -0.30 4.39
H -0.38 3.65 2.26
H 1.13 3.93 3.15
H 0.11 -0.46 3.82
H -2.28 2.21 1.40
H -1.80 2.40 5.39
H -2.11 3.51 4.08
H 0.31 1.73 5.89
H 1.49 2.89 5.27
H 2.66 0.72 2.60
H 2.80 2.35 3.33
H 0.87 -0.55 5.44
H 1.83 -0.97 4.05
C 1.84 -4.32 2.96
Si 0.03 -4.40 2.73
C -0.73 -5.70 1.71
C -1.06 -3.30 3.70
Sb 0.26 -1.70 -0.32
Si 1.08 -3.59 -1.98
C 0.17 -5.21 -1.81
C 0.71 -2.69 -3.57
C 2.89 -3.71 -1.60
Si -3.71 1.45 -3.51
C -4.71 2.86 -4.12
C -1.92 1.34 -3.88
C -4.59 -0.04 -2.91
H 2.06 -4.81 3.92
H 2.19 -3.29 3.05
H 2.39 -4.85 2.19
H -1.30 -6.36 2.37
H -0.01 -6.29 1.16
H -1.46 -5.26 1.03
H -0.56 -2.88 4.56
H -1.96 -3.84 4.01
H -1.39 -2.46 3.06
H -0.83 -5.07 -1.40
H 0.73 -5.91 -1.20
H 0.05 -5.66 -2.80
H -0.33 -2.84 -3.87
H 1.34 -3.11 -4.36
H 0.92 -1.62 -3.52
H 3.07 -4.17 -0.62
H 3.38 -2.74 -1.62
H 3.38 -4.35 -2.35
H -5.25 3.36 -3.31
H -5.50 2.46 -4.78
H -4.13 3.59 -4.67
H -1.37 1.20 -2.94
H -1.54 2.23 -4.38
H -1.72 0.46 -4.51
H -4.69 0.01 -1.83
H -4.05 -0.95 -3.15
H -5.60 -0.10 -3.33
Cl -1.84 1.14 2.28
C -2.33 -0.40 1.86
C -3.75 3.26 -0.97
O -4.34 4.05 -0.40
O -3.13 2.44 -1.56
H -3.35 -0.53 2.18
H -1.89 -0.58 0.90
O 1.07 1.70 -2.49
S 2.58 1.50 -2.82
C 3.45 2.73 -1.79
C 4.02 3.80 -2.73
C 3.05 3.90 -3.90
C 2.80 2.46 -4.33
H 4.18 2.22 -1.18
H 2.65 3.13 -1.16
H 5.01 3.49 -3.09
H 4.15 4.74 -2.20
H 3.46 4.49 -4.73
H 2.12 4.37 -3.59
H 3.66 2.03 -4.84
H 1.91 2.29 -4.94

What are the Löwdin partial charges on each atom? They are as follows, in elementary charge units:
1 Pt 0.50
2 C -0.12
3 N -0.14
4 C -0.33
5 N -0.32
6 C -0.29
7 N -0.13
8 C -0.13
9 N -0.17
10 C -0.12
11 C -0.06
12 H 0.12
13 H 0.14
14 H 0.06
15 H 0.05
16 H 0.13
17 H 0.12
18 H 0.14
19 H 0.14
20 H 0.13
21 H 0.14
22 H 0.10
23 H 0.08
24 C -0.16
25 Si 0.84
26 C -0.16
27 C -0.16
28 Sb 0.78
29 Si 0.30
30 C -0.21
31 C -0.23
32 C -0.22
33 Si 0.79
34 C -0.14
35 C -0.16
36 C -0.14
37 H 0.07
38 H 0.04
39 H 0.05
40 H 0.07
41 H 0.04
42 H 0.05
43 H 0.05
44 H 0.07
45 H 0.01
46 H 0.02
47 H 0.03
48 H 0.05
49 H 0.04
50 H 0.05
51 H 0.01
52 H 0.03
53 H 0.03
54 H 0.06
55 H 0.05
56 H 0.07
57 H 0.06
58 H 0.00
59 H 0.06
60 H 0.06
61 H 0.05
62 H 0.05
63 H 0.06
64 Cl 0.91
65 C -0.39
66 C -0.34
67 O 0.32
68 O 0.11
69 H 0.02
70 H -0.13
71 O -0.75
72 S 0.97
73 C -0.30
74 C -0.21
75 C -0.21
76 C -0.30
77 H 0.10
78 H 0.09
79 H 0.13
80 H 0.13
81 H 0.13
82 H 0.12
83 H 0.11
84 H 0.10

no.,molar mass (g/mol)
1,923.9
2,874.3